ORCA calculation (ωB97M-V/def2-TZVPD) on the molecule C5H11NOS in a non-equilibrium geometry.

The total charge is 0. As for the LUMO energy: 0.8 eV. For the energy above the lowest of the compared OMol25 structures with the same formula, charge and spin, the calculation gives 55.25 kcal per mole. The spin multiplicity is 1. The SMILES is C=NSCOC(C)C. As for the HOMO energy: -8.89 eV.

Positions of all 19 atoms, in Å:
H (-0.421, -0.613, -1.379)
C (0.187, 1.809, -0.337)
H (-2.603, 0.327, 0.612)
S (1.698, 1.250, 0.441)
H (3.358, -1.705, -0.615)
C (-1.560, 0.181, 0.325)
O (-1.045, 1.492, 0.296)
H (0.201, 2.908, -0.353)
H (-0.917, -0.341, 2.346)
C (-1.464, -0.459, -1.069)
H (0.105, -1.014, 1.022)
H (0.184, 1.400, -1.376)
H (3.696, -0.471, 0.695)
H (-1.500, -1.674, 1.321)
N (1.919, -0.240, -0.395)
H (-1.951, -1.447, -1.021)
C (-0.905, -0.741, 1.353)
C (3.003, -0.816, -0.049)
H (-1.986, 0.154, -1.817)

Forces on atoms 1 to 6 (eV/Å):
H -0.3 0.0 0.2
C -1.2 -0.5 -0.6
H 0.0 0.0 -0.1
S -0.1 -0.1 0.0
H -0.6 0.4 0.4
C 0.6 -0.7 -0.7

ORCA calculation (ωB97M-V/def2-TZVPD) on the molecule C5H11NOS in a non-equilibrium geometry.

The total charge is 0. As for the LUMO energy: 0.3 eV. For the energy above the lowest of the compared OMol25 structures with the same formula, charge and spin, the calculation gives 126.91 kcal per mole. The spin multiplicity is 1. The SMILES is C[C@H](O)[C@H](C)NC=S. As for the HOMO energy: -8.51 eV.

Positions of all 19 atoms, in Å:
H (-1.139, -1.688, 1.743)
H (0.770, 0.939, 1.842)
H (0.387, 1.779, -1.781)
H (-0.188, -2.883, 0.321)
H (0.787, -1.405, 1.271)
S (2.393, -0.472, -0.937)
C (-0.550, 1.895, -0.991)
O (-0.691, -1.281, -1.627)
C (-0.379, -1.725, 0.902)
C (2.003, 0.260, 0.547)
C (-0.573, 0.648, 0.085)
H (-2.188, -0.784, -0.098)
H (2.824, 0.674, 1.230)
H (-1.457, 1.532, -1.650)
H (0.343, -1.652, -1.675)
H (-1.238, 1.019, 0.946)
C (-1.035, -0.691, -0.283)
H (-0.834, 3.097, -0.628)
N (0.765, 0.740, 0.782)

Forces on atoms 1 to 6 (eV/Å):
H 1.2 -0.6 -0.8
H -0.9 0.1 -2.3
H -2.3 0.6 2.5
H -1.1 3.5 2.1
H -4.0 -1.2 -1.0
S 0.2 0.4 1.7

ORCA calculation (ωB97M-V/def2-TZVPD) on the molecule C5H11NOS in a non-equilibrium geometry.

The total charge is 0. As for the LUMO energy: 0.7 eV. For the energy above the lowest of the compared OMol25 structures with the same formula, charge and spin, the calculation gives 33.20 kcal per mole. The spin multiplicity is 1. The SMILES is CSCC[C@H](N)C=O. As for the HOMO energy: -8.71 eV.

Positions of all 19 atoms, in Å:
H (-0.876, 0.119, -1.684)
H (-0.296, 1.137, 0.394)
C (-2.074, -1.173, 1.291)
H (-2.452, -1.954, 0.628)
H (1.159, -2.376, 0.239)
S (-0.388, -1.497, 1.823)
C (0.499, -1.515, 0.252)
H (-0.565, 1.677, -1.992)
O (2.421, 2.341, -0.053)
C (1.295, -0.244, 0.004)
H (-2.143, -0.221, 0.763)
H (0.725, 3.086, -0.851)
N (-0.133, 0.805, -1.710)
H (-2.714, -1.150, 2.170)
C (1.292, 2.225, -0.429)
C (0.466, 0.952, -0.381)
H (-0.146, -1.762, -0.538)
H (2.004, -0.379, -0.799)
H (1.925, -0.072, 0.873)

Forces on atoms 1 to 6 (eV/Å):
H 0.0 -0.1 -0.1
H 0.0 0.0 0.1
C -0.2 0.0 -0.4
H 0.1 0.0 0.1
H 0.3 -0.1 0.4
S -0.1 -0.2 0.2

ORCA calculation (ωB97M-V/def2-TZVPD) on a cluster of 2 separate species, C5H11NOS3 in total in a non-equilibrium geometry.

The total charge is 0. As for the LUMO energy: -0.5 eV. For the energy above the lowest of the compared OMol25 structures with the same formula, charge and spin, the calculation gives 86.78 kcal per mole. The spin multiplicity is 1. The SMILES is C[C@H](S)C=S.CSNC=O. As for the HOMO energy: -9.02 eV.

Positions of all 21 atoms, in Å:
H (-0.424, 3.680, -0.184)
S (-2.752, 2.105, -0.079)
H (3.073, -0.367, 1.420)
H (-0.514, -0.128, -0.580)
H (-2.512, 1.900, -1.386)
C (-0.439, -2.824, -0.827)
C (2.024, -0.717, 0.930)
S (2.126, -2.034, -0.177)
H (0.790, -1.721, -2.118)
C (-0.732, 0.271, 0.507)
H (1.359, -0.952, 1.849)
C (-0.167, 2.629, -0.213)
H (-0.708, -3.030, 0.311)
H (-1.514, -0.328, 0.947)
H (0.243, 0.153, 1.009)
S (1.149, 2.322, -1.080)
H (-1.049, 2.120, 1.575)
O (-1.139, -3.050, -1.858)
H (1.677, 0.240, 0.380)
C (-1.082, 1.710, 0.518)
N (0.594, -1.978, -0.943)

Forces on atoms 1 to 6 (eV/Å):
H -0.4 0.1 0.4
S -0.4 0.1 0.0
H -2.1 -1.4 -1.4
H -0.8 1.1 2.1
H 0.1 -0.1 0.1
C -3.2 -0.3 -1.4

Please write out number 1 again, unchanged.
ORCA calculation (ωB97M-V/def2-TZVPD) on the molecule C5H11NOS in a non-equilibrium geometry.

The total charge is 0. As for the LUMO energy: 0.8 eV. For the energy above the lowest of the compared OMol25 structures with the same formula, charge and spin, the calculation gives 55.25 kcal per mole. The spin multiplicity is 1. The SMILES is C=NSCOC(C)C. As for the HOMO energy: -8.89 eV.

Positions of all 19 atoms, in Å:
H (-0.421, -0.613, -1.379)
C (0.187, 1.809, -0.337)
H (-2.603, 0.327, 0.612)
S (1.698, 1.250, 0.441)
H (3.358, -1.705, -0.615)
C (-1.560, 0.181, 0.325)
O (-1.045, 1.492, 0.296)
H (0.201, 2.908, -0.353)
H (-0.917, -0.341, 2.346)
C (-1.464, -0.459, -1.069)
H (0.105, -1.014, 1.022)
H (0.184, 1.400, -1.376)
H (3.696, -0.471, 0.695)
H (-1.500, -1.674, 1.321)
N (1.919, -0.240, -0.395)
H (-1.951, -1.447, -1.021)
C (-0.905, -0.741, 1.353)
C (3.003, -0.816, -0.049)
H (-1.986, 0.154, -1.817)

Forces on atoms 1 to 6 (eV/Å):
H -0.3 0.0 0.2
C -1.2 -0.5 -0.6
H 0.0 0.0 -0.1
S -0.1 -0.1 0.0
H -0.6 0.4 0.4
C 0.6 -0.7 -0.7

Question: Which formula does entry 1 have?
Answer: C5H11NOS